1.
Density functional theory data (the ωB97M-V functional and the def2-TZVPD basis) for a 2-piece molecular cluster, C4H3NO2 overall at a distorted geometry.

```
10
Properties=species:S:1:pos:R:3:forces:R:3
C -1.0110 0.5181 -0.6035 -0.8 0.2 -0.1
C -0.3805 1.5618 -0.2314 2.0 1.4 0.5
C -1.8070 -0.4610 -0.7060 -1.3 -2.9 -0.9
C 1.1703 -1.4100 0.5390 -2.9 -1.6 -0.5
N 0.4444 2.3681 0.1329 -1.4 -2.7 -0.2
O -2.4240 -1.4628 -0.8868 1.2 2.5 0.6
O 1.8505 -2.0382 -0.2087 0.8 0.1 -0.4
H 1.4954 -0.9133 1.4171 0.9 1.0 1.0
H 0.0241 -1.4778 0.4476 1.3 0.2 0.1
H 0.6379 3.3151 0.0999 0.1 1.8 -0.2
```
Positions in Å, forces in eV/Å.

Values from the calculation:
- strongest force on any atom (Eh/bohr) = 0.06478
- energy above the lowest of the compared OMol25 structures with the same formula, charge and spin (kcal per mole) = 81.7
- HOMO (Eh) = -0.357

These are the natural (NBO) partial charges, in e, on atoms 1 to 2:
1. C -0.611
2. C 0.553

2.
Density functional theory data (the ωB97M-V functional and the def2-TZVPD basis) for one molecule with the formula C4H3NO2 at a distorted geometry.

```
10
Properties=species:S:1:pos:R:3:forces:R:3
O -2.3383 0.6876 1.4706 0.6 -0.2 -0.1
C -1.4107 0.3300 0.8289 -0.8 0.3 0.3
C -0.0260 -0.3030 1.0928 0.1 0.2 -0.2
N 0.8561 0.6401 0.8046 -0.3 -0.2 -0.1
C 1.2656 0.3821 -0.4678 0.1 -0.1 -0.3
C 0.6155 -0.7344 -0.9214 0.7 -0.2 -0.1
O -0.0675 -1.2700 0.0931 -0.1 0.1 -0.3
H -1.2936 0.4123 -0.3089 -0.8 0.4 0.6
H 1.9260 1.0463 -1.0047 0.0 -0.2 0.1
H 0.5439 -1.2329 -1.8737 0.4 -0.1 0.1
```
Positions in Å, forces in eV/Å.

Values from the calculation:
- strongest force on any atom (Eh/bohr) = 0.02082
- energy above the lowest of the compared OMol25 structures with the same formula, charge and spin (kcal per mole) = 76.9
- HOMO (alpha / beta) (Eh) = -0.358 / -0.358

These are the natural (NBO) partial charges, in e, on atoms 1 to 2:
1. O -0.451
2. C 0.437

3.
Density functional theory data (the ωB97M-V functional and the def2-TZVPD basis) for C4H3NO2 as an isolated structure at a distorted geometry.

```
10
Properties=species:S:1:pos:R:3:forces:R:3
O 2.9151 0.3764 0.5357 -0.4 0.0 -0.1
C 2.0153 0.0981 -0.2106 0.3 0.3 0.3
C 0.5399 0.2401 0.0776 -0.3 -0.7 -0.9
N -0.1589 -0.5596 -0.6739 1.4 -1.9 -0.1
C -1.4756 -0.6979 -0.2593 0.8 1.2 0.2
C -1.7070 0.3640 0.5078 2.1 0.7 1.5
O -0.0523 0.9587 0.9756 -2.9 -0.9 -1.5
H 2.1706 -0.3711 -1.2039 0.0 0.1 0.2
H -1.9913 -1.6444 -0.5186 -0.1 1.4 0.0
H -2.2557 1.2357 0.7696 -0.8 -0.2 0.5
```
Positions in Å, forces in eV/Å.

Values from the calculation:
- strongest force on any atom (Eh/bohr) = 0.06721
- energy above the lowest of the compared OMol25 structures with the same formula, charge and spin (kcal per mole) = 84.4
- HOMO (alpha / beta) (Eh) = -0.362 / -0.362

These are the natural (NBO) partial charges, in e, on atoms 1 to 2:
1. O -0.477
2. C 0.381

4.
Density functional theory data (the ωB97M-V functional and the def2-TZVPD basis) for one molecule with the formula C4H3NO2.

```
10
Properties=species:S:1:pos:R:3:forces:R:3
O -1.8167 -0.7563 2.0659 0.1 0.0 -0.5
C -1.6492 -0.8015 0.8715 -0.1 0.0 0.3
C -0.4706 -0.2354 0.1841 0.0 0.0 -0.1
N -0.2482 -0.2608 -1.0932 0.0 0.0 0.3
C 0.9617 0.3828 -1.2384 0.2 0.1 0.0
C 1.4036 0.7646 -0.0145 0.1 0.0 -0.2
O 0.4916 0.3728 0.9052 0.0 0.0 0.0
H -2.3623 -1.2725 0.1705 0.0 0.0 0.1
H 1.4198 0.5221 -2.2067 0.0 0.0 0.2
H 2.2744 1.2819 0.3572 -0.1 -0.1 -0.1
```
Positions in Å, forces in eV/Å.

Values from the calculation:
- strongest force on any atom (Eh/bohr) = 0.01074
- energy above the lowest of the compared OMol25 structures with the same formula, charge and spin (kcal per mole) = 23.9
- HOMO (Eh) = -0.367

These are the natural (NBO) partial charges, in e, on atoms 1 to 2:
1. O -0.477
2. C 0.373

5.
Density functional theory data (the ωB97M-V functional and the def2-TZVPD basis) for one molecule with the formula C4H3NO2.

```
10
Properties=species:S:1:pos:R:3:forces:R:3
O 1.8030 0.4611 -0.4095 0.1 -0.6 0.3
C 2.3080 -0.5832 0.2606 0.2 -0.2 -0.4
C 0.4560 0.3373 -0.2461 -0.3 -0.1 -0.1
N -0.2367 -0.4883 -0.9379 0.0 0.3 0.1
C -1.4907 -0.3860 -0.3627 -0.4 0.1 0.1
C -1.4487 0.5029 0.6514 -0.2 -0.1 -0.1
O -0.1604 0.9843 0.7342 0.1 0.1 -0.2
H 3.2488 -0.7836 -0.2835 0.5 0.4 0.3
H -2.3157 -0.9663 -0.7441 0.0 0.1 0.1
H -2.1635 0.9218 1.3375 0.1 -0.1 0.0
```
Positions in Å, forces in eV/Å.

Values from the calculation:
- strongest force on any atom (Eh/bohr) = 0.01382
- energy above the lowest of the compared OMol25 structures with the same formula, charge and spin (kcal per mole) = 103.1
- HOMO (Eh) = -0.343

These are the natural (NBO) partial charges, in e, on atoms 1 to 2:
1. O -0.472
2. C 0.152

6.
Density functional theory data (the ωB97M-V functional and the def2-TZVPD basis) for one molecule with the formula C4H3NO3 at a distorted geometry.

```
11
Properties=species:S:1:pos:R:3:forces:R:3
C 1.4022 -0.2336 0.0319 -2.6 -3.5 -0.1
C 1.2803 1.0999 -0.1742 0.8 -0.6 0.7
C -0.6533 0.3540 0.1758 -1.1 -5.2 0.6
C -2.1570 0.1611 0.1483 -4.0 -3.1 -3.4
H 3.1381 -0.4518 0.0720 1.2 -0.9 -0.2
H 1.9226 1.9219 -0.0923 1.2 0.7 -0.5
H -2.9509 1.0449 0.1732 2.0 -1.4 0.5
N 0.0551 -0.8160 0.2658 2.0 5.4 -1.1
O 2.4785 -1.1435 -0.0802 -1.7 3.1 0.7
O -0.0094 1.4797 -0.0461 -1.0 -0.2 0.2
O -2.6852 -0.9726 -0.2618 3.1 5.6 2.6
```
Positions in Å, forces in eV/Å.

Values from the calculation:
- strongest force on any atom (Eh/bohr) = 0.13530
- energy above the lowest of the compared OMol25 structures with the same formula, charge and spin (kcal per mole) = 80.4
- HOMO (Eh) = -0.358

These are the natural (NBO) partial charges, in e, on atoms 1 to 2:
1. C 0.349
2. C -0.058

7.
Density functional theory data (the ωB97M-V functional and the def2-TZVPD basis) for a 2-piece molecular cluster, C4H3NO3 overall at a distorted geometry.

```
11
Properties=species:S:1:pos:R:3:forces:R:3
C 0.4891 -2.1368 0.8570 -1.0 -1.6 -0.2
C 1.5049 0.9742 -1.8325 0.4 3.3 1.6
C -1.5191 0.5444 0.2221 0.8 1.5 0.0
C -0.5534 0.2493 1.0788 -0.4 -2.3 -1.6
N 0.6377 -3.3009 0.7233 -0.3 3.1 0.1
O 0.3487 -0.8859 1.1914 0.3 0.1 -0.2
O 1.4774 -0.0844 -2.2166 -0.3 -3.4 -1.4
O 1.5747 2.0473 -1.3920 -0.2 0.1 -0.2
H -1.9617 1.5506 0.2473 0.3 -0.3 1.0
H -1.7694 0.2083 -0.7454 0.0 -1.7 -0.6
H -0.2289 0.8340 1.8665 0.2 1.2 1.4
```
Positions in Å, forces in eV/Å.

Values from the calculation:
- strongest force on any atom (Eh/bohr) = 0.07133
- energy above the lowest of the compared OMol25 structures with the same formula, charge and spin (kcal per mole) = 62.4
- HOMO (Eh) = -0.384

These are the natural (NBO) partial charges, in e, on atoms 1 to 2:
1. C 0.563
2. C 1.020

8.
Density functional theory data (the ωB97M-V functional and the def2-TZVPD basis) for one molecule with the formula C4H3NO3 at a distorted geometry.

```
11
Properties=species:S:1:pos:R:3:forces:R:3
C 1.1814 -0.0084 -0.1113 -1.8 -1.4 0.3
C -1.5484 0.7549 -0.0660 -1.1 0.5 -1.4
C -1.3284 -0.6740 -0.2850 1.1 -0.8 -1.2
C 0.0770 -1.1324 -0.3963 1.5 1.2 1.4
H -2.6039 1.1181 -0.2438 1.4 -0.1 0.4
H -1.9121 -1.2007 -1.0218 -1.1 -0.1 0.4
H 0.4024 -2.0894 -0.8424 -0.1 1.0 -0.3
N -0.6486 1.6432 0.0020 0.0 0.3 0.8
O 2.3457 -0.2291 -0.0426 -0.1 0.2 -0.2
O 0.6980 1.2610 0.2007 -0.1 -0.8 -0.6
O -0.7482 -1.4032 0.7476 0.2 -0.1 0.5
```
Positions in Å, forces in eV/Å.

Values from the calculation:
- strongest force on any atom (Eh/bohr) = 0.04621
- energy above the lowest of the compared OMol25 structures with the same formula, charge and spin (kcal per mole) = 95.5
- HOMO (Eh) = -0.388

These are the natural (NBO) partial charges, in e, on atoms 1 to 2:
1. C 0.753
2. C 0.013

9.
Density functional theory data (the ωB97M-V functional and the def2-TZVPD basis) for one molecule with the formula C4H3NO3 at a distorted geometry.

```
11
Properties=species:S:1:pos:R:3:forces:R:3
C -0.4220 -1.0347 0.2268 0.0 3.5 -1.9
C 0.9845 -0.9188 0.5906 3.8 0.0 -0.2
C 1.5498 0.2474 0.1036 -3.3 -2.2 0.0
C 0.2939 1.0774 -0.4102 0.4 -3.2 2.2
H -2.7493 0.7779 -0.7356 2.6 -0.7 2.9
H 1.5892 -1.8164 0.9775 -1.2 1.5 -0.5
H 2.6071 0.5177 -0.0077 -0.7 0.0 0.2
N -0.8405 0.2337 -0.3833 1.2 -1.0 0.8
O -2.1080 0.6052 0.1163 -1.3 1.3 -3.4
O -1.1861 -1.9012 0.1271 -1.5 -3.6 1.1
O 0.2815 2.2119 -0.6050 0.1 4.5 -1.2
```
Positions in Å, forces in eV/Å.

Values from the calculation:
- strongest force on any atom (Eh/bohr) = 0.09012
- energy above the lowest of the compared OMol25 structures with the same formula, charge and spin (kcal per mole) = 81.2
- HOMO (Eh) = -0.370

These are the natural (NBO) partial charges, in e, on atoms 1 to 2:
1. C 0.624
2. C -0.284

10.
Density functional theory data (the ωB97M-V functional and the def2-TZVPD basis) for a 2-piece molecular cluster, C4H3NOS overall at a distorted geometry.

```
10
Properties=species:S:1:pos:R:3:forces:R:3
C -4.2903 -1.3254 -0.0024 0.2 -3.3 -0.2
C -4.3298 0.1208 0.0619 0.2 2.5 -0.4
C 0.7705 0.1718 0.0312 1.7 1.5 -0.7
C -0.3954 0.4392 -0.4622 3.3 0.5 -0.4
N -3.1842 -0.5672 -0.0934 -1.2 0.0 0.3
O -4.7619 -2.4262 -0.0154 0.2 1.6 0.1
S -5.0295 1.5853 0.0607 0.2 -1.0 0.2
H 1.8297 0.5470 -0.2219 -1.8 0.0 -0.8
H 0.9882 -0.3176 0.9274 -0.5 -1.4 1.7
H -1.4048 0.3144 -0.5021 -2.1 -0.3 0.1
```
Positions in Å, forces in eV/Å.

Values from the calculation:
- strongest force on any atom (Eh/bohr) = 0.06441
- energy above the lowest of the compared OMol25 structures with the same formula, charge and spin (kcal per mole) = 127.6
- HOMO (alpha / beta) (Eh) = -0.372 / -0.302

These are the natural (NBO) partial charges, in e, on atoms 1 to 2:
1. C 0.641
2. C -0.067

11.
Density functional theory data (the ωB97M-V functional and the def2-TZVPD basis) for one molecule with the formula C4H3NOS2 at a distorted geometry.

```
11
Properties=species:S:1:pos:R:3:forces:R:3
C -1.2519 0.7363 0.0638 -0.8 1.3 -1.0
C -0.2753 -0.3763 0.0875 -0.8 -1.8 -1.1
C 1.1035 0.1669 0.0110 1.9 -1.3 0.3
C 2.0526 -0.9268 -0.0233 2.8 -3.2 -0.2
H -2.2790 -1.1072 0.5840 -1.4 0.4 -0.6
H -1.0811 1.3695 -0.9294 -0.1 -1.1 2.4
H -1.0648 1.3384 1.0144 -0.5 -0.4 -1.4
N 2.7840 -1.8614 -0.0648 -2.6 3.4 0.2
O -0.5420 -1.5924 0.0378 1.5 3.2 0.5
S -2.8675 -0.0397 -0.0816 0.0 -0.4 1.0
S 1.5862 1.7002 -0.0029 -0.1 -0.1 0.0
```
Positions in Å, forces in eV/Å.

Values from the calculation:
- strongest force on any atom (Eh/bohr) = 0.08382
- energy above the lowest of the compared OMol25 structures with the same formula, charge and spin (kcal per mole) = 52.7
- HOMO (Eh) = -0.347

These are the natural (NBO) partial charges, in e, on atoms 1 to 2:
1. C -0.668
2. C 0.502

12.
Density functional theory data (the ωB97M-V functional and the def2-TZVPD basis) for one molecule with the formula C4H3NS at a distorted geometry.

```
9
Properties=species:S:1:pos:R:3:forces:R:3
C 1.1745 -0.1712 0.0090 0.9 -0.8 0.2
C 0.3103 0.9842 0.0329 -2.0 0.0 -0.4
C -0.9513 0.4666 -0.0303 1.9 0.6 0.3
C -0.8044 -1.0095 -0.0133 -1.7 0.7 0.1
H 0.6606 2.0066 0.0238 -0.2 -0.1 0.1
H -1.8688 0.9818 -0.0418 -0.9 0.6 -0.1
H -1.7021 -1.6663 0.0116 1.0 0.2 -0.1
N 0.4057 -1.3664 0.0208 0.6 -1.2 -0.1
S 2.7755 -0.2257 -0.0126 0.3 0.2 0.0
```
Positions in Å, forces in eV/Å.

Values from the calculation:
- strongest force on any atom (Eh/bohr) = 0.03935
- energy above the lowest of the compared OMol25 structures with the same formula, charge and spin (kcal per mole) = 3.0
- HOMO (Eh) = -0.339

These are the natural (NBO) partial charges, in e, on atoms 1 to 2:
1. C -0.040
2. C -0.254

13.
Density functional theory data (the ωB97M-V functional and the def2-TZVPD basis) for one molecule with the formula C4H3NS at a distorted geometry.

```
9
Properties=species:S:1:pos:R:3:forces:R:3
C 1.7734 0.5459 0.1302 2.0 1.4 0.3
C 2.8586 -0.0384 -0.0233 2.1 -0.3 0.5
C -0.4918 -0.1570 -0.1626 -1.3 2.2 0.6
C -2.0007 -0.0325 0.0017 0.9 -1.5 0.1
N 0.5635 0.3397 0.0244 -3.9 -2.1 -0.8
S 4.3118 -0.6457 -0.0205 -0.1 -0.1 -0.3
H -2.4497 0.0756 -1.0074 0.1 -1.3 0.5
H -2.3799 0.9205 0.4131 0.8 -0.5 0.8
H -2.1850 -1.0081 0.6444 -0.7 2.2 -1.6
```
Positions in Å, forces in eV/Å.

Values from the calculation:
- strongest force on any atom (Eh/bohr) = 0.08683
- energy above the lowest of the compared OMol25 structures with the same formula, charge and spin (kcal per mole) = 68.5
- HOMO (Eh) = -0.285

These are the natural (NBO) partial charges, in e, on atoms 1 to 2:
1. C -0.166
2. C -0.066